# C59H137N5O19

12 unconnected molecules or ions with the total composition C59H137N5O19 at a distorted geometry (wB97M-V/def2-TZVPD, the OMol25 dataset).

ORCA input file:
```
! wB97M-V def2-TZVPD RIJCOSX def2/J DEFGRID3
* xyz 0 1
C 3.8220 -5.6177 -5.0728
C 3.6275 -4.1474 -4.6874
C 3.5328 -3.4150 -6.0413
C 2.4490 -3.9210 -3.7825
C 2.5516 -2.6384 -2.9761
C 3.8488 -2.4523 -2.2705
C 5.0305 -2.5780 -3.2115
C 5.2460 -1.4501 -4.2333
C 6.3143 -2.6676 -2.3700
N 4.7844 -3.9147 -3.8164
O 5.9851 -4.0981 -4.6425
H 4.6776 -5.7402 -5.7460
H 4.0032 -6.1073 -4.0880
H 2.9076 -5.9654 -5.5317
H 2.6970 -3.8242 -6.6244
H 3.4759 -2.3289 -6.0402
H 4.3999 -3.7930 -6.5907
H 1.5358 -3.8188 -4.4289
H 2.4194 -4.7700 -3.1890
H 2.1635 -1.8058 -3.5336
H 1.8047 -2.7378 -2.1085
H 3.9609 -3.2572 -1.5534
H 3.7968 -1.5332 -1.6659
H 5.4002 -0.5199 -3.7154
H 4.2631 -1.2621 -4.6832
H 5.9860 -1.6832 -4.9642
H 6.3658 -3.5595 -1.7446
H 6.3337 -1.8198 -1.6939
H 7.2273 -2.6781 -2.9370
H 6.3281 -4.9020 -4.3058
C -2.3848 7.4108 0.9052
C -2.0260 7.5778 2.4302
C -1.2709 8.8858 2.5454
C -3.1986 7.5463 3.4224
C -3.8114 6.1879 3.5275
C -2.8002 5.2431 4.0699
C -1.6350 5.1637 3.1346
C -0.5686 4.1744 3.7336
C -1.9992 4.4111 1.7734
N -1.0941 6.5144 3.0096
O 0.1354 6.5001 2.2614
H -1.4626 7.2822 0.3184
H -3.0313 6.6052 0.5848
H -2.7612 8.3655 0.5739
H -1.0362 8.9290 3.6143
H -0.3279 8.8399 1.9601
H -1.8328 9.7608 2.2133
H -2.7650 7.8598 4.4208
H -3.9672 8.3377 3.2341
H -4.5950 6.3522 4.2607
H -4.1775 5.7891 2.5749
H -3.3932 4.3280 4.2699
H -2.4211 5.5623 5.0547
H -0.9718 3.1682 3.7127
H -0.1821 4.4830 4.7062
H 0.2848 4.0953 3.0241
H -2.7598 4.8988 1.2119
H -2.2898 3.4065 2.0579
H -1.1914 4.2725 1.0422
H 0.8274 6.6447 2.9490
C -3.9447 -5.2906 1.0691
C -3.5854 -4.7492 -0.3759
C -4.9445 -4.3845 -1.0176
C -2.6110 -3.5266 -0.4290
C -1.9942 -3.2771 -1.8104
C -1.3207 -4.6259 -2.2337
C -2.2245 -5.8312 -2.3168
C -3.1955 -5.7672 -3.4535
C -1.3257 -7.0684 -2.4801
N -2.9460 -5.8694 -1.0429
O -3.8755 -6.9946 -1.0659
H -3.0300 -5.7761 1.5574
H -4.3740 -4.5145 1.7425
H -4.6659 -6.0703 0.9484
H -4.8276 -3.9162 -2.0143
H -5.5839 -5.2650 -1.1608
H -5.5536 -3.6490 -0.4440
H -3.1673 -2.6578 -0.0962
H -1.7630 -3.6345 0.2468
H -2.7274 -2.9052 -2.5211
H -1.2899 -2.3967 -1.7807
H -0.5394 -4.7600 -1.5057
H -0.9023 -4.4217 -3.2521
H -2.7726 -5.6330 -4.4238
H -3.8492 -4.9097 -3.2329
H -3.8995 -6.6143 -3.4784
H -0.8399 -7.1016 -3.4385
H -1.7260 -8.0293 -2.1567
H -0.5147 -6.9198 -1.7328
H -3.6006 -7.6612 -0.4127
C -3.0017 -0.0925 -2.2041
C -4.3925 0.6261 -2.5429
C -5.1467 -0.2801 -3.5700
C -5.2016 0.7657 -1.2936
C -4.6426 1.8653 -0.3889
C -4.6211 3.1510 -1.1557
C -3.7757 3.0931 -2.3821
C -4.1515 4.3670 -3.2355
C -2.2847 3.1306 -2.1431
N -4.3274 1.9610 -3.2207
O -3.5044 1.8069 -4.3799
H -3.0128 -0.7892 -1.3807
H -2.5617 -0.5974 -3.0568
H -2.2211 0.5926 -2.0122
H -4.5279 -0.6246 -4.3968
H -5.5802 -1.0951 -3.0001
H -6.0313 0.2548 -4.0003
H -6.2265 1.0300 -1.6406
H -5.3708 -0.2284 -0.8392
H -5.1780 2.0109 0.5031
H -3.6370 1.6567 -0.0458
H -4.2676 3.9475 -0.5141
H -5.6584 3.4363 -1.4302
H -3.3531 4.5894 -3.9914
H -4.1808 5.1942 -2.5375
H -5.1341 4.2698 -3.6893
H -1.6329 2.8741 -2.9682
H -2.0200 2.5628 -1.2771
H -1.9465 4.1715 -2.0434
H -4.1284 1.3380 -4.9547
C -0.4882 0.8642 1.7236
C 0.4297 -0.2717 1.1082
C -0.0559 -1.6507 1.3082
C 0.4156 -0.0541 -0.4474
C 1.0860 1.1866 -0.9280
C 2.5343 1.0430 -0.5093
C 2.7393 0.9353 0.9794
C 4.2449 0.5415 1.2492
C 2.5091 2.3246 1.6750
N 1.8809 -0.1324 1.5797
O 1.9921 -0.2157 3.0256
H -0.1321 1.8526 1.3668
H -1.5324 0.7746 1.4344
H -0.5117 0.8958 2.8193
H -0.0513 -2.0086 2.3644
H -1.0602 -1.7322 0.9968
H 0.4769 -2.3483 0.6226
H 0.9286 -0.8981 -0.8575
H -0.6430 -0.0880 -0.7036
H 0.9999 1.3711 -1.9818
H 0.6747 2.0569 -0.4430
H 3.2315 1.8117 -0.8472
H 2.8000 0.1460 -1.0510
H 4.4285 0.5344 2.3434
H 4.9280 1.1795 0.6918
H 4.4258 -0.4949 0.8875
H 3.3353 3.0073 1.3967
H 2.5178 2.2551 2.7338
H 1.5504 2.7691 1.3894
H 1.6357 0.6193 3.3522
O 1.3609 1.4826 5.1012
C 2.1544 1.7220 6.2618
C 3.2180 2.6578 5.8503
O 2.6651 3.8671 5.2539
H 0.5431 1.0162 5.3340
H 1.4682 2.2860 6.9489
H 2.4141 0.7345 6.7953
H 3.8992 2.1783 5.1289
H 3.8241 2.9005 6.7671
H 2.0770 3.5439 4.5043
O -4.9794 -1.4584 1.9625
C -4.3240 -0.2735 2.5490
C -3.1316 -0.6390 3.3637
O -3.4508 -1.6947 4.3187
H -4.8359 -2.1376 2.6008
H -4.0890 0.3207 1.6460
H -5.1316 0.3391 3.0821
H -2.6595 0.1111 3.9567
H -2.3576 -1.0473 2.7381
H -4.0096 -1.3415 5.0323
O 0.5075 -2.1530 8.1563
C 1.1434 -2.1681 6.8399
C 0.0463 -1.5760 5.9708
O -0.4976 -0.3298 6.4269
H 1.0535 -2.5498 8.8994
H 2.0940 -1.6333 6.8522
H 1.2398 -3.1744 6.5555
H -0.8239 -2.2409 5.8706
H 0.4487 -1.4838 4.9343
H -0.4887 -0.3888 7.4036
O 1.6553 7.0589 -0.2024
C 2.1366 5.7795 -0.6740
C 1.0152 5.0163 -1.3549
O 0.3143 5.8541 -2.2235
H 1.1831 6.9015 0.6532
H 2.9306 6.0116 -1.3856
H 2.5798 5.2421 0.1028
H 0.3686 4.5282 -0.6045
H 1.4875 4.2658 -2.0396
H 0.4934 6.7303 -1.8979
O 0.9073 4.8399 -4.7351
C 0.0681 3.7906 -5.2764
C 0.7581 2.4840 -5.1237
O 1.3729 2.3207 -3.8393
H 0.4774 5.3459 -4.0664
H -0.8779 3.6506 -4.7751
H -0.1814 4.0106 -6.2898
H 1.4595 2.2557 -5.8960
H -0.0033 1.7081 -5.0435
H 1.7710 3.2118 -3.6472
O 4.5907 -6.2567 1.4918
C 4.8223 -6.9253 0.2559
C 4.4865 -5.9542 -0.8029
O 3.1637 -5.5202 -0.5497
H 3.6458 -6.0433 1.4102
H 5.8680 -7.1993 0.3732
H 4.2413 -7.8791 0.2813
H 4.4862 -6.4305 -1.7603
H 5.2451 -5.1892 -0.8590
H 3.1574 -4.6704 -0.1017
O 5.3359 -4.1299 3.3655
C 5.0856 -3.2650 2.3112
C 3.5654 -3.0546 2.1777
O 3.2400 -2.7521 0.8393
H 5.3728 -5.0445 3.0847
H 5.6683 -2.3673 2.5678
H 5.4371 -3.6727 1.4132
H 3.1822 -2.2868 2.8925
H 3.1259 -3.9765 2.5025
H 2.7779 -1.8894 0.7967
*
```

**SMILES string**: CC1(C)CCCC(C)(C)N1O.CC1(C)CCCC(C)(C)N1O.CC1(C)CCCC(C)(C)N1O.CC1(C)CCCC(C)(C)N1O.CC1(C)CCCC(C)(C)N1O.OCCO.OCCO.OCCO.OCCO.OCCO.OCCO.OCCO
**Gap between HOMO and LUMO**: 8.503 eV
**HOMO**: -8.25 eV
**Lowest unoccupied orbital energy**: 0.3 eV
**Energy relative to the best compared isomer or geometry (same formula, charge and spin)**: 10.0 kcal/mol